Record 1
# C34H48BaCl8F8NO20PS2

C34H48BaCl8F8NO20PS2 as an isolated structure (ωB97M-V/def2-TZVPD, the OMol25 dataset).

```
! RIJCOSX wB97M-V def2-TZVPD def2/J DEFGRID3
* xyz 0 1
Ba -2.16 21.95 7.38
Cl -7.73 25.64 1.64
Cl -3.78 21.49 1.17
Cl -9.91 22.45 2.11
Cl -5.96 28.10 3.03
Cl -7.04 23.35 11.66
Cl -5.33 18.74 2.36
Cl -11.71 20.65 4.22
Cl -8.68 20.48 10.94
S -4.92 23.74 5.34
S -6.15 22.16 6.73
P 0.09 22.01 4.33
F 0.84 23.27 3.68
F 1.10 22.08 5.57
F 0.97 20.97 3.60
F -5.97 21.11 7.93
F -0.71 20.81 5.12
F -0.96 22.07 3.13
F -3.40 23.72 4.81
F -0.96 23.05 5.09
O 1.93 26.77 0.13
O -4.92 25.04 5.93
O -5.60 23.52 4.13
O -5.07 16.00 8.28
O -6.27 26.85 7.03
O -9.27 30.31 6.47
O -2.58 24.94 2.14
O -3.71 20.56 9.08
O -7.77 25.43 5.25
O -1.14 23.30 0.52
O 0.67 28.27 1.90
O -7.13 17.17 7.41
O -6.88 23.18 7.40
O -10.75 28.87 4.80
O -2.66 23.25 9.81
O -1.62 24.65 7.24
O -6.78 21.37 5.76
O -0.50 28.43 9.67
O -2.21 26.15 4.98
O -0.96 29.93 7.44
N -4.61 22.52 6.45
C -4.06 15.04 8.04
C -7.72 28.61 6.82
C -5.35 26.45 2.68
C -7.35 27.40 6.46
C -7.37 16.44 8.57
C -8.46 23.14 10.60
C -11.32 22.38 4.47
C -9.39 22.11 11.09
C -9.37 27.09 5.07
C -3.83 23.97 9.44
C -10.00 22.76 3.85
C -8.12 26.50 5.54
C -1.00 26.63 2.12
C -6.24 15.44 8.79
C -1.50 28.06 6.15
C 0.94 26.31 0.57
C -1.11 26.53 8.50
C -8.12 18.07 6.93
C -5.56 21.31 1.35
C -0.68 24.49 0.81
C -4.05 19.18 8.98
C -2.99 22.26 10.78
C -1.46 25.83 7.29
C 0.46 24.97 0.30
C -3.91 21.10 10.41
C -1.06 28.75 7.35
C 0.12 27.10 1.55
C -5.90 20.43 2.51
C -9.70 28.33 5.32
C -8.92 29.21 6.25
C -5.99 25.89 1.46
C -0.85 27.85 8.54
C -1.53 25.32 1.73
C -1.74 26.74 6.09
H -8.09 22.91 9.60
H -6.14 15.35 9.89
H -7.50 17.14 9.41
H -1.97 23.14 1.02
H -4.66 23.28 9.24
H -9.23 22.16 4.33
H -3.27 15.58 7.52
H -3.40 22.74 11.68
H -5.90 20.91 0.40
H -12.18 22.95 4.13
H -9.75 23.79 4.11
H -3.66 14.65 9.00
H -5.10 19.09 8.69
H -7.62 18.59 6.13
H 1.50 28.37 1.39
H -3.55 24.68 8.66
H -6.98 20.41 2.64
H -7.09 29.19 7.48
H -5.96 26.10 6.46
H -8.39 18.74 7.77
H -5.50 20.81 3.44
H -1.53 27.15 2.90
H -2.21 25.17 5.06
H -10.88 29.75 5.22
H -5.53 25.83 3.55
H -9.02 17.53 6.60
H -3.88 18.58 9.87
H -11.22 22.48 5.55
H -5.51 24.92 1.27
H -10.30 22.10 10.50
H -0.86 25.96 9.39
H -5.77 26.43 0.54
H -4.20 24.62 10.25
H -0.26 29.37 9.49
H 1.02 24.29 -0.34
H -3.48 18.77 8.15
H -1.80 28.66 5.29
H -8.95 24.11 10.56
H -5.94 22.31 1.53
H -9.66 22.29 12.13
H -9.96 26.49 4.38
H -4.97 21.34 10.54
H -2.04 21.92 11.20
H -4.26 26.47 2.61
H -3.67 20.28 11.09
H -8.34 15.92 8.46
H -4.39 14.18 7.45
H -6.39 14.42 8.44
*
```

The calculation puts the gap between HOMO and LUMO at 6.87 eV.

Record 2
# C45H51Cl3HgN2OP3Si2

C45H51Cl3HgN2OP3Si2 as an isolated structure (ωB97M-V/def2-TZVPD, the OMol25 dataset).

```
! RIJCOSX wB97M-V def2-TZVPD def2/J DEFGRID3
* xyz -2 2
Hg 0.44 -0.82 -0.53
Cl -2.02 -3.55 -1.34
Cl -1.07 -2.09 -6.50
Cl -3.78 -6.64 -5.42
P -2.58 0.55 -0.62
P 0.46 0.26 2.48
P 1.98 1.94 0.30
Si 3.08 2.49 -2.46
Si -1.46 -1.89 3.43
O -0.96 -1.82 -3.53
N 2.02 1.98 -1.27
N -0.37 -1.06 2.46
C 1.98 -0.01 3.48
C -2.93 -0.84 4.02
C -4.81 0.83 1.13
C 2.19 2.50 -4.11
C 4.62 2.66 1.11
C 3.68 -1.56 4.24
C 3.77 4.23 -2.19
C 4.09 0.32 1.09
C -2.15 -3.83 -3.06
C -0.42 1.56 3.46
C 0.71 4.40 0.20
C -4.19 0.07 0.14
C 2.71 1.03 4.06
C -0.68 -2.61 5.00
C -1.94 3.44 3.50
C -1.22 2.45 5.57
C -2.15 -3.34 2.46
C 3.91 0.78 4.72
C 4.40 -0.52 4.80
C -2.74 2.38 -0.66
C -1.97 3.41 4.88
C 1.48 5.30 2.70
C 5.93 2.36 1.47
C -1.55 -2.84 -3.93
C 4.58 1.35 -2.62
C 0.21 5.60 0.69
C -5.90 -1.62 0.45
C -2.94 0.18 -2.38
C -5.96 0.39 1.77
C -1.17 2.52 2.79
C 1.58 3.62 0.96
C 1.96 4.09 2.21
C 6.33 1.04 1.64
C 2.48 -1.31 3.59
C -0.46 1.53 4.86
C 0.84 0.88 0.95
C -2.39 -4.32 -5.77
C 5.40 0.02 1.45
C -2.93 -5.21 -4.85
C -1.73 -3.19 -5.32
C -6.52 -0.84 1.43
C -4.75 -1.17 -0.18
C 3.68 1.64 0.92
C 0.59 6.06 1.94
C -2.81 -4.96 -3.49
H -1.13 2.54 1.71
H 7.35 0.81 1.93
H -6.31 -2.58 0.19
H 0.42 4.04 -0.79
H 1.34 3.19 -4.08
H 5.12 1.29 -1.67
H 2.85 2.79 -4.94
H -0.47 6.19 0.08
H -2.78 2.79 0.35
H 2.33 2.04 4.00
H 4.04 4.71 -3.14
H -1.45 -3.09 5.62
H -1.83 2.77 -1.13
H 0.21 6.99 2.33
H -1.24 2.42 6.65
H -3.04 0.06 3.40
H -6.41 1.00 2.54
H 5.27 1.70 -3.40
H 4.67 4.21 -1.56
H 3.37 -0.47 0.95
H 1.91 -2.12 3.14
H 1.78 5.64 3.69
H 5.34 -0.71 5.30
H -2.14 0.60 -2.99
H 5.70 -1.01 1.58
H 2.65 3.51 2.82
H 3.03 4.87 -1.68
H -2.88 -0.90 -2.55
H -2.51 4.19 2.96
H -3.61 2.72 -1.23
H -1.34 -4.01 2.15
H -2.48 -4.50 -6.83
H -3.87 -1.41 3.96
H 6.65 3.17 1.61
H 0.08 -3.36 4.76
H 4.25 0.34 -2.88
H -7.41 -1.19 1.93
H 4.06 -2.58 4.30
H -3.91 0.57 -2.70
H -0.20 -1.82 5.60
H -2.57 4.13 5.43
H 4.47 1.61 5.15
H 1.78 1.50 -4.32
H -3.24 -5.65 -2.77
H 0.12 0.78 5.40
H -4.38 1.79 1.43
H -2.65 -2.98 1.55
H 4.33 3.69 0.96
H -2.80 -0.50 5.06
H -2.89 -3.92 3.04
H -4.28 -1.80 -0.93
*
```

The energy above the lowest of the compared OMol25 structures with the same formula, charge and spin comes out at 0.00 kcal/mol. The calculation puts the gap between HOMO and LUMO (spin up / spin down) at 5.46 / 6.29 eV. As for the expectation value of S²: 0.76.